ORCA calculation (wB97M-V/def2-TZVPD) on a structure of composition C23H45ClO10S2.

- F_max: 4.94 eV/A
- Net charge: 0

Last column: Mulliken charge in e.
Geometry (Å):
1 O 4.344 -1.334 -2.173  -0.609
2 S 3.585 -0.243 -1.533  1.028
3 O 4.525 0.626 -0.792  -0.538
4 O 2.770 0.784 -2.561  -0.333
5 C 1.361 0.825 -2.232  -0.473
6 C 1.318 0.244 -0.792  0.667
7 Cl -0.313 -0.595 -0.748  -0.047
8 C 1.509 1.196 0.421  -0.788
9 C 2.093 2.604 0.073  -1.191
10 C 3.046 3.139 1.191  -0.487
11 S 3.795 4.718 0.544  -0.254
12 O 2.289 -0.820 -0.663  -0.347
13 H 1.056 1.890 -2.209  0.303
14 H 0.684 0.383 -2.978  0.397
15 H 0.502 1.367 0.849  0.576
16 H 2.080 0.680 1.208  0.180
17 H 2.654 2.658 -0.872  0.656
18 H 1.241 3.310 0.034  0.432
19 H 3.895 2.457 1.358  0.311
20 H 2.513 3.303 2.137  0.364
21 H 3.271 4.877 -0.720  0.131
22 C 6.413 7.710 -3.179  -1.115
23 C 5.607 7.730 -1.907  0.844
24 O 4.506 7.232 -1.852  -0.535
25 C 6.225 8.394 -0.706  -1.079
26 H 5.847 7.201 -3.958  0.291
27 H 6.621 8.731 -3.504  0.336
28 H 7.350 7.173 -3.018  0.324
29 H 6.425 9.445 -0.923  0.356
30 H 7.153 7.887 -0.437  0.318
31 H 5.536 8.334 0.135  0.265
32 C -2.161 -3.201 1.138  -0.694
33 C -2.710 -2.420 2.304  0.661
34 O -2.133 -1.447 2.739  -0.587
35 C -4.004 -2.903 2.902  -0.998
36 H -1.228 -2.748 0.806  0.195
37 H -1.962 -4.230 1.442  0.386
38 H -2.874 -3.185 0.312  0.181
39 H -3.884 -3.919 3.278  0.256
40 H -4.794 -2.877 2.152  0.299
41 H -4.285 -2.253 3.730  0.303
42 C -3.052 1.643 -1.384  -0.542
43 C -3.129 2.491 -2.625  0.782
44 O -2.151 3.056 -3.061  -0.551
45 C -4.469 2.608 -3.303  -1.143
46 H -2.031 1.652 -1.008  -0.099
47 H -3.714 2.044 -0.614  0.390
48 H -3.331 0.614 -1.620  0.226
49 H -5.195 3.052 -2.620  0.322
50 H -4.813 1.621 -3.620  0.312
51 H -4.376 3.246 -4.181  0.311
52 C 1.437 0.583 5.311  -1.118
53 C 2.681 0.469 4.471  0.836
54 O 2.825 1.131 3.466  -0.488
55 C 3.739 -0.499 4.928  -1.179
56 H 0.764 1.314 4.865  0.274
57 H 0.928 -0.381 5.355  0.328
58 H 1.697 0.913 6.319  0.357
59 H 3.330 -1.511 4.956  0.340
60 H 4.099 -0.216 5.919  0.356
61 H 4.575 -0.477 4.231  0.290
62 C -2.524 -4.428 -3.802  -1.175
63 C -1.365 -4.350 -2.841  0.875
64 O -1.362 -4.983 -1.809  -0.551
65 C -0.215 -3.454 -3.218  -0.902
66 H -3.277 -5.107 -3.406  0.288
67 H -2.971 -3.440 -3.927  0.299
68 H -2.182 -4.805 -4.767  0.365
69 H -0.565 -2.425 -3.315  0.139
70 H 0.228 -3.789 -4.158  0.452
71 H 0.545 -3.494 -2.439  0.225
72 C -6.148 -7.394 2.538  -1.183
73 C -5.800 -6.054 1.945  0.855
74 O -6.191 -5.024 2.445  -0.530
75 C -4.943 -6.049 0.705  -1.003
76 H -6.766 -7.248 3.423  0.316
77 H -6.707 -7.988 1.813  0.335
78 H -5.238 -7.922 2.828  0.319
79 H -5.450 -6.584 -0.099  0.418
80 H -3.980 -6.517 0.914  0.323
81 H -4.771 -5.021 0.389  0.141

Atoms 1-6, force components in eV/Å:
-3.184 1.808 0.783
4.935 0.039 -0.158
-3.093 -1.359 -0.749
0.019 -1.766 0.785
0.442 1.122 0.696
-1.679 -0.448 0.642



ORCA calculation (wB97M-V/def2-TZVPD) on a cluster of 2 separate species, C2H4NO2P in total.

- F_max: 3.25 eV/A
- Net charge: 0

Last column: Mulliken charge in e.
Geometry (Å):
1 C -1.665 2.105 0.069  -0.279
2 C 1.531 -2.517 0.549  -0.285
3 N -0.747 1.404 -0.425  0.322
4 O 2.690 -2.343 0.373  -0.360
5 O 0.040 1.586 -1.472  -0.394
6 P 0.268 0.122 -0.554  -0.125
7 H -2.153 1.875 0.977  0.264
8 H -1.979 2.884 -0.614  0.255
9 H 1.054 -1.911 1.274  0.335
10 H 0.962 -3.204 -0.176  0.266

Atoms 1-6, force components in eV/Å:
-0.337 1.489 -1.901
-0.466 -1.040 -2.162
-0.918 -0.967 2.530
1.667 -0.127 -0.126
0.289 1.925 -2.609
1.313 -2.269 0.772



ORCA calculation (wB97M-V/def2-TZVPD) on a cluster of 6 separate species, C18H29N3O7 in total.

- F_max: 2.60 eV/A
- Net charge: -2

Last column: Mulliken charge in e.
Geometry (Å):
1 N -0.953 1.342 1.108  0.031
2 H -0.048 1.793 0.823  0.127
3 H -1.376 2.137 1.668  0.490
4 H -0.649 0.516 1.605  0.496
5 H -1.569 1.110 0.319  -0.023
6 C 3.801 3.127 0.017  -1.368
7 C 2.591 2.327 0.516  0.146
8 O 1.466 2.271 -0.255  -0.882
9 H 4.599 3.083 0.776  0.377
10 H 3.585 4.192 -0.118  0.324
11 H 4.284 2.700 -0.866  0.305
12 H 2.299 2.615 1.549  0.173
13 H 3.030 1.297 0.641  -0.067
14 C -3.253 4.449 4.155  -1.084
15 C -2.107 4.514 3.115  -0.425
16 O -2.164 3.640 2.062  -0.838
17 H -4.263 4.448 3.727  0.255
18 H -3.219 5.337 4.800  0.371
19 H -3.257 3.518 4.735  0.256
20 H -1.136 4.402 3.636  0.217
21 H -2.113 5.546 2.708  0.200
22 C -3.899 0.674 -2.558  -1.074
23 C -3.335 1.346 -1.318  -0.168
24 O -2.144 2.014 -1.503  -0.777
25 H -3.293 -0.201 -2.829  0.053
26 H -3.895 1.367 -3.405  0.306
27 H -4.952 0.360 -2.476  0.358
28 H -3.302 0.619 -0.470  0.164
29 H -4.039 2.155 -1.017  0.224
30 C 4.012 -4.032 0.958  -0.225
31 C 4.622 -3.286 1.957  -0.548
32 C 3.933 -2.212 2.495  -0.209
33 C 2.651 -1.867 2.124  -0.205
34 C 2.027 -2.706 1.188  -0.041
35 C 2.696 -3.773 0.603  -0.644
36 N 1.998 -0.695 2.694  1.086
37 O 2.533 -0.104 3.603  -0.615
38 O 0.941 -0.416 2.183  -0.689
39 H 4.584 -4.808 0.461  0.345
40 H 5.620 -3.490 2.317  0.370
41 H 4.495 -1.617 3.207  0.374
42 H 1.002 -2.517 0.889  0.403
43 H 2.114 -4.359 -0.094  0.398
44 C -1.508 -4.001 -4.399  -0.186
45 C -0.532 -3.130 -4.860  -0.621
46 C -0.100 -2.170 -3.939  -0.346
47 C -0.764 -2.016 -2.738  -0.152
48 C -1.835 -2.802 -2.340  -0.101
49 C -2.113 -3.903 -3.154  -0.687
50 N -0.320 -0.927 -1.865  1.041
51 O 0.166 0.047 -2.394  -0.444
52 O -0.583 -0.990 -0.664  -0.431
53 H -1.800 -4.814 -5.058  0.321
54 H -0.052 -3.327 -5.806  0.369
55 H 0.710 -1.499 -4.190  0.426
56 H -2.331 -2.626 -1.398  0.491
57 H -2.854 -4.656 -2.924  0.350

Atoms 1-6, force components in eV/Å:
0.523 0.760 0.463
0.029 -0.167 -1.523
-0.703 0.120 0.307
-0.568 0.214 0.226
0.606 0.739 -0.548
0.517 0.440 0.612



ORCA calculation (wB97M-V/def2-TZVPD) on the ion C7H11N2 with charge +1.

- F_max: 5.01 eV/A
- Net charge: +1
- Structure (SMILES): CCCC1=[N+]2N3CC[C@]132

Last column: Mulliken charge in e.
Geometry (Å):
1 C -3.227 -0.048 0.034  -1.441
2 C -1.713 -0.197 -0.129  -0.390
3 C -1.057 1.251 0.032  -0.509
4 C 0.414 1.017 -0.158  -0.001
5 N 1.503 1.268 0.548  -0.373
6 N 2.560 0.806 -0.220  -0.033
7 C 3.162 -0.436 0.373  -0.343
8 C 2.019 -1.290 -0.215  -0.435
9 C 1.410 0.044 -0.601  0.683
10 H -3.563 0.511 -0.789  0.405
11 H -3.429 0.500 0.906  0.374
12 H -3.798 -0.907 -0.177  0.392
13 H -1.177 -0.857 0.638  0.249
14 H -1.490 -0.628 -1.041  0.415
15 H -1.355 1.960 -0.753  0.362
16 H -1.124 1.579 0.985  0.434
17 H 3.143 -0.305 1.473  0.327
18 H 4.099 -0.485 -0.206  0.292
19 H 2.306 -1.839 -1.058  0.316
20 H 1.319 -1.945 0.356  0.275

Atoms 1-6, force components in eV/Å:
1.699 -0.080 -0.850
0.268 1.061 2.915
1.705 -2.924 -3.691
1.270 -0.746 -0.515
-2.072 0.927 2.320
0.237 0.188 -2.274



ORCA calculation (wB97M-V/def2-TZVPD) on the molecule C4H4N2O2.

- F_max: 4.96 eV/A
- Net charge: 0
- Structure (SMILES): [NH3+]C1=C([O-])N=CC1=O

Last column: Mulliken charge in e.
Geometry (Å):
1 N 0.330 0.428 0.929  -0.292
2 C -0.029 0.295 -0.548  -0.374
3 C -0.703 1.241 -1.350  0.235
4 O -0.667 2.443 -1.199  -0.569
5 N -1.442 0.483 -2.366  -0.520
6 C -1.115 -0.728 -2.211  -0.183
7 C -0.238 -1.053 -1.074  0.851
8 O -0.118 -2.129 -0.403  -0.714
9 H 0.603 -0.581 1.038  0.374
10 H -0.609 0.471 1.438  0.374
11 H 1.101 1.245 1.177  0.406
12 H -1.564 -1.464 -2.915  0.412

Atoms 1-6, force components in eV/Å:
-0.188 0.633 -1.210
1.052 -2.143 0.413
0.605 0.346 1.122
-0.776 0.026 -0.552
0.237 0.858 -0.361
-1.307 -1.287 -2.673



ORCA calculation (wB97M-V/def2-TZVPD) on a cluster of 2 separate species, C3H9N2O in total.

- F_max: 0.59 eV/A
- Net charge: -1

Last column: Mulliken charge in e.
Geometry (Å):
1 C -0.002 0.290 -1.798  -0.573
2 N 1.172 0.860 -1.180  -0.266
3 C 1.288 1.010 0.153  0.180
4 N 2.347 1.516 0.670  -0.822
5 H 0.298 -0.505 -2.495  0.269
6 H -0.611 -0.198 -1.013  0.189
7 H -0.578 1.050 -2.328  0.221
8 H 1.953 1.194 -1.726  0.273
9 H 0.415 0.639 0.710  0.282
10 H 2.252 1.519 1.674  0.234
11 C -1.711 -1.474 1.479  -0.753
12 O -1.313 -0.414 0.736  -0.841
13 H -1.067 -1.662 2.370  0.205
14 H -2.756 -1.382 1.825  0.200
15 H -1.688 -2.443 0.925  0.202

Atoms 1-6, force components in eV/Å:
0.167 -0.550 -0.137
0.153 0.093 -0.161
-0.163 -0.107 0.364
0.448 0.210 -0.090
-0.068 0.205 -0.119
-0.035 0.360 0.006



It is found that the HOMO level values, taken in the order of the records, are -8.4; -7.2; 0.1; -15.3; -8.5; -2.7 eV.
It is found that the LUMO energy values, taken in the order of the records, are 0.00968; 0.00956; 0.13398; -0.18579; -0.01870; 0.15811 Ha.
It is found that the calculated total energy values, taken in the order of the records, are -79246.572; -17006.949; -37928.372; -10404.778; -11285.096; -8284.017 eV.